Formula: C25H36N4O2
Source: OMol25
Level of theory: ωB97M-V with the def2-TZVPD basis set

Kohn-Sham gap	8.5	eV
E_tot	-36567.205	eV
structure (SMILES)	CCc1ccc2[nH]c(=O)c(CN(CCN3CCCC3)C(=O)NC3CCCCC3)cc2c1
energy above the lowest of the compared OMol25 structures with the same formula, charge and spin	2.6	kcal per mole
total charge	0

Bonds (Å) are listed after each position.
CARTESIAN COORDINATES (ANGSTROEM)
1 C -4.187 -3.118 -2.266  C2 1.530, H32 1.088, H33 1.087, H34 1.088
2 C -2.936 -3.878 -1.821  C1 1.530, C3 1.501, H35 1.092, H36 1.091
3 C -2.283 -3.175 -0.666  C2 1.501, C4 1.398, C31 1.379
4 C -2.692 -3.443 0.644  C3 1.398, C5 1.376, H37 1.080
5 C -2.149 -2.769 1.715  C4 1.376, C6 1.395, H38 1.080
6 C -1.176 -1.793 1.500  C5 1.395, N7 1.370, C30 1.407
7 N -0.632 -1.081 2.535  C6 1.370, C8 1.377, H39 1.014
8 C 0.296 -0.071 2.420  N7 1.377, O9 1.220, C10 1.462
9 O 0.670 0.534 3.411  C8 1.220
10 C 0.744 0.202 1.055  C8 1.462, C11 1.506, C29 1.351
11 C 1.767 1.298 0.912  C10 1.506, N12 1.444, H40 1.100, H41 1.093
12 N 1.810 1.897 -0.401  C11 1.444, C13 1.446, C20 1.373
13 C 3.055 1.849 -1.136  N12 1.446, C14 1.534, H42 1.095, H43 1.092
14 C 3.467 0.431 -1.551  C13 1.534, N15 1.447, H44 1.105, H45 1.092
15 N 3.863 -0.373 -0.415  C14 1.447, C16 1.450, C19 1.453
16 C 3.732 -1.806 -0.589  N15 1.450, C17 1.526, H46 1.105, H47 1.091
17 C 4.386 -2.356 0.675  C16 1.526, C18 1.538, H48 1.090, H49 1.088
18 C 5.525 -1.362 0.954  C17 1.538, C19 1.536, H50 1.089, H51 1.088
19 C 5.230 -0.168 0.034  N15 1.453, C18 1.536, H52 1.105, H53 1.092
20 C 0.714 2.453 -1.012  N12 1.373, O21 1.220, N22 1.361
21 O 0.737 2.817 -2.177  C20 1.220
22 N -0.386 2.601 -0.224  C20 1.361, C23 1.445, H54 1.004
23 C -1.673 2.967 -0.769  N22 1.445, C24 1.531, C28 1.536, H55 1.096
24 C -2.316 4.087 0.053  C23 1.531, C25 1.527, H56 1.092, H57 1.091
25 C -2.767 3.600 1.429  C24 1.527, C26 1.526, H58 1.092, H59 1.092
26 C -3.724 2.420 1.293  C25 1.526, C27 1.525, H60 1.092, H61 1.093
27 C -3.055 1.282 0.530  C26 1.525, C28 1.526, H62 1.093, H63 1.092
28 C -2.611 1.754 -0.852  C23 1.536, C27 1.526, H64 1.092, H65 1.092
29 C 0.239 -0.495 0.014  C10 1.351, C30 1.427, H66 1.080
30 C -0.747 -1.511 0.190  C6 1.407, C29 1.427, C31 1.398
31 C -1.315 -2.215 -0.877  C3 1.379, C30 1.398, H67 1.081
32 H -3.925 -2.109 -2.576  C1 1.088
33 H -4.664 -3.626 -3.101  C1 1.087
34 H -4.900 -3.050 -1.448  C1 1.088
35 H -3.215 -4.892 -1.528  C2 1.092
36 H -2.238 -3.944 -2.657  C2 1.091
37 H -3.449 -4.194 0.816  C4 1.080
38 H -2.475 -2.985 2.722  C5 1.080
39 H -0.948 -1.281 3.477  N7 1.014
40 H 1.593 2.047 1.698  C11 1.100
41 H 2.749 0.853 1.094  C11 1.093
42 H 3.847 2.305 -0.533  C13 1.095
43 H 2.901 2.449 -2.036  C13 1.092
44 H 4.277 0.505 -2.298  C14 1.105
45 H 2.614 -0.050 -2.033  C14 1.092
46 H 4.264 -2.164 -1.488  C16 1.105
47 H 2.679 -2.081 -0.673  C16 1.091
48 H 3.665 -2.343 1.492  C17 1.090
49 H 4.742 -3.376 0.545  C17 1.088
50 H 6.498 -1.794 0.722  C18 1.089
51 H 5.532 -1.062 2.001  C18 1.088
52 H 5.930 -0.157 -0.820  C19 1.105
53 H 5.320 0.788 0.554  C19 1.092
54 H -0.375 2.270 0.723  N22 1.004
55 H -1.463 3.329 -1.782  C23 1.096
56 H -3.182 4.464 -0.494  C24 1.092
57 H -1.603 4.906 0.161  C24 1.091
58 H -1.901 3.299 2.022  C25 1.092
59 H -3.259 4.417 1.960  C25 1.092
60 H -4.033 2.074 2.282  C26 1.092
61 H -4.620 2.739 0.755  C26 1.093
62 H -3.743 0.440 0.425  C27 1.093
63 H -2.191 0.927 1.096  C27 1.092
64 H -2.103 0.943 -1.378  C28 1.092
65 H -3.490 2.035 -1.435  C28 1.092
66 H 0.562 -0.269 -0.992  C29 1.080
67 H -0.985 -1.990 -1.881  C31 1.081